C4H8O2 | ωB97M-V/def2-TZVPD

Values from the calculation:
Energy above the lowest of the compared OMol25 structures with the same formula, charge and spin, kcal per mole: 37.8
HOMO, eV: -9.63
LUMO energy, eV: 1.0
SMILES: C[C@H]1COCO1
E, a.u.: -307.652199
Kohn-Sham gap, eV: 10.661

```
! RIJCOSX wB97M-V def2-TZVPD def2/J DEFGRID3
* xyz 0 1
C -1.691 0.131 0.224
C -0.258 -0.224 0.613
C 0.480 -1.124 -0.384
O 1.286 -0.224 -1.130
C 1.463 0.962 -0.389
O 0.510 0.979 0.629
H -2.405 -0.171 0.991
H -1.627 1.190 0.157
H -2.054 -0.234 -0.748
H -0.192 -0.574 1.650
H 1.078 -1.885 0.134
H -0.192 -1.637 -1.085
H 2.459 1.050 0.078
H 1.315 1.825 -1.051
*
```